Record 1
Density functional theory data (wB97M-V/def2-TZVPD) for C31H27FN6O10SY as an isolated structure.

Structure (XYZ):
```
77
Properties=species:S:1:pos:R:3:mulliken_charge:R:1
Y 0.57 0.14 0.93 0.533
S -0.81 2.53 -0.96 -0.413
F 0.96 -4.95 -3.64 -0.365
O 1.70 1.40 4.86 -0.659
O 1.69 -2.00 1.16 -0.339
O -0.10 1.91 3.50 -0.155
O -1.12 -0.53 3.94 -0.298
O -0.08 -0.83 -1.03 -0.856
O -1.54 0.47 1.07 0.062
O 1.53 0.44 2.80 -0.670
O -3.71 -0.04 1.14 -0.859
O -2.06 2.89 3.80 -0.713
O -0.37 -2.08 1.45 -0.377
N -3.67 -2.44 -2.05 0.298
N 0.97 3.31 0.91 -1.211
N 1.66 2.23 0.56 1.471
N 2.81 0.05 -0.41 -0.063
N -1.14 4.14 1.15 -0.407
N 0.69 -2.72 1.42 0.004
C -2.59 -0.12 0.64 0.087
C 3.37 -1.09 -0.82 0.457
C 4.99 0.87 0.13 -0.851
C 5.12 6.00 0.56 -0.392
C 3.70 3.59 0.46 -0.187
C -1.39 -4.82 -3.68 -0.914
C -0.09 -3.21 -2.46 -0.894
C -2.42 -1.01 -0.57 0.143
C -1.27 -2.57 -2.07 0.350
C 4.23 5.67 1.58 -0.724
C -2.01 0.54 4.10 -0.544
C 0.88 0.80 3.90 0.927
C -4.88 -3.59 -3.85 -1.025
C 5.55 -0.32 -0.30 -0.585
C 4.59 3.94 -0.56 -0.204
C 3.60 1.04 0.03 1.017
C 3.52 4.47 1.53 -0.117
C -0.17 -4.31 -3.25 0.248
C -3.91 -4.75 -3.72 -1.044
C 0.09 -0.28 4.62 -1.034
C -2.56 -4.21 -3.30 1.019
C -0.30 3.32 0.46 0.043
C -1.18 -1.39 -1.20 1.698
C 4.73 -1.31 -0.81 -0.980
C -1.39 1.89 3.82 0.803
C 2.94 2.31 0.40 -0.241
C -2.50 -3.07 -2.49 -0.597
C -5.02 -2.82 -2.55 0.324
C 5.29 5.13 -0.51 -0.752
C -3.57 -1.53 -1.06 -0.708
C -5.89 -1.59 -2.75 -1.523
H 2.81 4.23 2.30 0.429
H -0.10 0.03 5.66 0.326
H -3.82 -5.30 -4.65 0.437
H -2.11 3.98 0.94 0.280
H -1.41 -5.71 -4.31 0.491
H 5.97 5.39 -1.32 0.365
H 5.66 6.94 0.60 0.373
H 6.62 -0.47 -0.22 0.414
H -0.95 4.21 2.14 0.306
H 0.69 -1.19 4.60 0.400
H 0.86 -2.81 -2.12 0.503
H 2.37 1.89 4.35 0.386
H 4.08 6.34 2.41 0.386
H -6.14 -1.09 -1.82 0.470
H 4.71 3.27 -1.40 0.514
H -4.28 -5.45 -2.96 0.321
H -2.41 0.57 5.12 0.432
H -5.48 -3.48 -1.81 0.143
H -2.83 0.41 3.39 0.076
H -6.82 -1.89 -3.23 0.419
H 5.13 -2.26 -1.16 0.439
H -4.53 -2.91 -4.63 0.352
H -5.38 -0.87 -3.40 0.375
H 5.59 1.66 0.54 0.558
H -5.88 -3.94 -4.14 0.404
H 2.69 -1.85 -1.16 -0.099
H -4.49 -1.20 -0.60 0.717
```

Output
- charge = -1
- energy above the lowest of the compared OMol25 structures with the same formula, charge and spin (kcal/mol) = 36.6
- LUMO (eV) = 2.07

***

Record 2
Density functional theory data (wB97M-V/def2-TZVPD) for C11H14BF3N6Pt as an isolated structure.

Structure (XYZ):
```
36
Properties=species:S:1:pos:R:3:nbo_charge:R:1
Pt -0.26 -0.41 1.33 1.092
F 1.23 1.97 2.02 -0.313
F -0.54 1.75 3.29 -0.292
F 1.22 0.47 3.63 -0.300
N -0.23 1.35 -1.46 -0.296
N -0.58 1.45 -0.15 -0.252
N -0.50 -1.13 -1.64 -0.296
N 1.69 -0.13 -1.02 -0.289
N 1.53 -0.25 0.34 -0.247
N -0.89 -1.41 -0.34 -0.292
C -1.77 -2.43 -0.37 0.045
C 3.01 -0.13 -1.29 0.196
C -0.53 2.52 -2.07 0.179
C -1.11 3.35 -1.13 0.063
C 0.44 1.03 2.64 0.814
C 2.75 -0.36 0.91 0.077
C 3.70 -0.27 -0.10 0.057
C -1.93 -2.84 -1.69 0.047
C -1.64 -1.14 2.62 -0.871
C -1.11 -2.01 -2.46 0.213
C -1.13 2.63 0.08 0.054
B 0.47 0.04 -1.97 0.501
H -0.30 2.65 -3.12 0.308
H 2.87 -0.48 1.98 0.315
H -0.54 -1.59 2.37 0.244
H 4.77 -0.30 0.02 0.321
H -2.25 -0.39 2.07 0.338
H -1.48 4.35 -1.27 0.317
H -2.22 -2.79 0.55 0.284
H -0.93 -1.98 -3.52 0.312
H -2.20 -2.07 2.49 0.315
H -1.61 -0.82 3.67 0.344
H 0.78 0.10 -3.12 0.076
H -2.56 -3.63 -2.04 0.320
H 3.35 -0.02 -2.31 0.312
H -1.50 2.91 1.06 0.306
```

Output
- charge = +4
- LUMO (alpha / beta) (eV) = -14.52 / -18.54
- expectation value of S² = 6.03
- spin multiplicity = 5

***

Record 3
Density functional theory data (wB97M-V/def2-TZVPD) for one molecule with the formula C15H31NS2.

Structure (XYZ):
```
49
Properties=species:S:1:pos:R:3:nbo_charge:R:1
S 1.03 0.20 1.75 0.186
S 2.26 -0.83 -0.79 0.176
N -0.26 0.15 -0.62 -0.672
C 5.32 2.22 2.02 -0.596
C -0.51 0.50 0.80 -0.149
C 2.22 0.57 0.40 -0.442
C -3.08 0.23 0.76 -0.215
C 3.23 3.38 1.21 -0.615
C 3.66 0.84 0.84 -0.424
C -1.58 -3.39 -1.69 -0.615
C -1.71 -0.29 1.32 -0.423
C 3.82 2.06 1.75 -0.218
C 0.05 -1.53 -2.32 -0.421
C -1.74 -2.32 -3.95 -0.598
C -3.50 1.54 1.37 -0.613
C -4.19 -0.82 1.15 -0.604
C 0.42 -1.12 -0.88 -0.143
C -1.40 -2.04 -2.45 -0.212
H -1.69 -1.40 -4.51 0.208
H 5.71 1.32 2.46 0.209
H -1.65 -3.26 -0.59 0.205
H -0.72 -4.02 -1.87 0.207
H -3.47 1.46 2.48 0.206
H -1.11 0.19 -1.12 0.367
H -2.49 -3.92 -2.03 0.212
H -3.01 0.34 -0.32 0.188
H -1.60 -1.34 1.02 0.208
H 3.62 3.61 0.22 0.204
H 4.26 1.01 -0.08 0.217
H -4.12 -1.17 2.22 0.210
H 2.14 3.35 1.09 0.210
H -2.80 -2.65 -3.99 0.205
H 0.21 -0.63 -2.96 0.221
H 0.14 -1.91 -0.18 0.193
H 4.05 -0.06 1.35 0.217
H 3.41 4.19 1.96 0.214
H 0.72 -2.33 -2.64 0.214
H -5.18 -0.39 1.01 0.209
H -1.70 -0.28 2.42 0.213
H -4.49 1.86 1.03 0.213
H -2.82 2.38 1.13 0.206
H -0.73 1.59 0.90 0.205
H 3.33 1.85 2.69 0.203
H -2.09 -1.31 -2.07 0.184
H 5.48 3.08 2.68 0.207
H 5.85 2.40 1.07 0.199
H -4.04 -1.70 0.51 0.208
H 1.86 1.46 -0.12 0.227
H -1.11 -3.09 -4.38 0.208
```

Output
- charge = 0
- energy above the lowest of the compared OMol25 structures with the same formula, charge and spin (kcal/mol) = 0.0
- LUMO (eV) = 0.82
- SMILES = CC(C)CC1S[C@H](CC(C)C)N[C@@H](CC(C)C)S1

***

Record 4
Density functional theory data (wB97M-V/def2-TZVPD) for a 3-piece molecular cluster, C22H49BFN6O4S overall.

Structure (XYZ):
```
84
Properties=species:S:1:pos:R:3:mulliken_charge:R:1
S 2.52 -3.29 4.05 -0.120
F 1.04 2.12 3.71 -0.345
O 0.28 -2.84 -2.03 -0.723
O -0.47 -3.54 0.19 -0.477
O -2.66 -5.55 0.36 -0.486
O -0.93 4.26 -1.09 -0.424
N 0.54 -1.18 3.90 -0.598
N 2.22 -0.68 0.59 0.179
N 0.39 0.42 1.67 1.128
N -0.41 -1.43 2.90 0.301
N -1.51 -0.94 0.80 0.072
N 1.90 1.60 0.08 0.071
C -3.00 -6.28 -1.91 -1.167
C 2.81 2.02 1.18 -0.122
C 4.28 2.18 0.55 -0.572
C 1.17 0.35 0.39 -0.707
C -1.44 5.20 -3.25 -1.322
C -3.00 1.46 -0.64 -0.429
C -2.02 -0.77 -1.73 -1.030
C 5.37 1.58 1.55 -1.274
C -0.53 -0.70 1.79 -1.146
C -2.45 -7.91 -0.08 -1.246
C 3.14 -0.83 -0.56 -0.180
C -3.17 -6.62 -0.44 0.396
C -0.04 2.62 2.97 0.114
C 0.21 0.09 -0.84 -1.065
C -0.91 -0.98 -0.57 1.053
C 0.20 4.12 2.46 -1.144
C -0.47 1.63 1.77 -0.099
C -0.39 6.59 -1.44 -1.327
C 1.43 -2.11 3.85 0.444
C -3.30 0.02 -1.25 -0.670
C -1.36 5.45 -1.76 0.278
C 3.32 -2.35 -1.04 -0.844
B -0.36 -2.51 -0.82 1.101
H -0.34 6.75 -0.36 0.302
H 2.70 -3.08 -0.45 0.104
H -1.72 -5.45 0.17 0.237
H -0.31 1.08 -1.05 -0.483
H -1.37 -7.82 -0.26 0.299
H -1.56 -0.28 -2.64 0.322
H 4.16 -0.50 -0.20 0.264
H 0.72 -0.19 -1.80 0.557
H -3.51 -5.35 -2.15 0.277
H -2.35 5.70 -1.38 0.304
H -3.94 0.19 -2.17 0.440
H 2.54 3.06 1.54 0.013
H 3.11 -2.45 -2.15 0.209
H 4.40 -2.65 -0.89 0.337
H -2.83 -8.75 -0.66 0.402
H 4.34 1.76 -0.49 0.386
H -0.62 2.19 0.80 -0.220
H -3.39 -7.07 -2.55 0.409
H -2.20 2.03 -1.17 0.004
H -3.96 -0.58 -0.55 0.261
H -2.38 -1.81 -2.04 0.293
H -2.13 4.37 -3.47 0.317
H -0.05 4.04 -1.42 0.238
H -0.90 2.70 3.69 0.354
H -3.94 2.07 -0.75 0.493
H -1.78 6.08 -3.79 0.421
H -2.10 -1.75 1.00 0.461
H -0.46 4.90 -3.65 0.342
H 1.26 2.34 -0.21 0.013
H -2.58 -8.13 0.98 0.312
H -1.94 -6.13 -2.15 0.247
H 0.92 -3.54 -1.83 0.276
H 0.15 4.15 1.34 0.251
H 5.50 2.33 2.39 0.342
H -0.63 4.76 2.86 0.333
H 4.95 0.65 2.00 0.321
H -4.23 -6.72 -0.21 0.304
H -1.06 -2.20 3.05 0.356
H 2.86 -0.24 -1.48 0.252
H -2.83 1.33 0.46 -0.018
H 0.15 -3.30 0.90 0.194
H 4.50 3.29 0.46 0.443
H 2.80 1.35 2.08 0.285
H 6.33 1.44 1.00 0.345
H 1.82 -1.60 0.80 0.107
H 0.62 6.34 -1.78 0.343
H -0.70 7.51 -1.92 0.428
H -1.51 1.29 2.06 0.579
H 1.17 4.52 2.87 0.324
```

Output
- charge = +1
- LUMO (eV) = -4.15

***

Record 5
Density functional theory data (wB97M-V/def2-TZVPD) for a 3-piece molecular cluster, C4H7N3 overall.

Structure (XYZ):
```
14
Properties=species:S:1:pos:R:3:nbo_charge:R:1
N -3.45 -0.02 1.71 -0.637
N -0.87 -0.69 0.19 -0.551
N 3.08 1.09 -0.33 -0.656
C -2.98 -1.03 1.32 0.281
C -0.76 0.54 0.31 -0.088
C 2.56 0.18 -0.97 0.424
C 1.90 -0.67 -1.70 -0.666
H -1.94 -1.43 0.70 0.314
H 3.79 0.84 0.35 0.377
H -1.45 1.18 0.92 0.082
H -0.02 1.11 -0.26 0.191
H 2.25 -0.95 -2.68 0.241
H -3.07 0.94 1.75 0.412
H 0.98 -1.09 -1.31 0.274
```

Output
- charge = 0
- energy above the lowest of the compared OMol25 structures with the same formula, charge and spin (kcal/mol) = 126.3
- LUMO (alpha / beta) (eV) = 0.29 / 0.29